C5H8Cl2O | ωB97M-V with the def2-TZVPD basis set

Element x y z (Å)
C  -0.0425  2.0701  -1.0481
C  -0.5987  0.7591  -0.8339
C  -1.0166  -1.3740  0.8518
C  1.3455  -0.6840  0.3436
C  -0.0420  -0.3494  0.6658
O  -1.3821  1.8788  -0.5314
Cl  1.2317  2.5142  -0.0076
Cl  -1.2236  -0.2115  -2.0585
H  0.0278  2.5416  -1.9994
H  -1.9367  -1.0230  1.1882
H  -0.5833  -2.2048  1.5339
H  -1.1286  -2.0521  -0.1557
H  2.1004  0.1187  0.6203
H  1.6318  -0.6350  -0.7456
H  1.7156  -1.7351  0.6464
H  -0.0987  0.3863  1.5302

Its frontier orbital gap is 10.446 eV. The calculation puts the molar mass at 155.0 Da. As for the net charge: 0. Its HOMO energy is -9.65 eV. For the energy relative to the best compared isomer or geometry (same formula, charge and spin), the calculation gives 220.9 kJ/mol. For the LUMO energy, the calculation gives 0.8006 eV.

C5H8ClF | ωB97M-V with the def2-TZVPD basis set

Element x y z (Å)
F  1.6202  1.4271  0.4631
C  0.1967  1.2159  0.1569
C  0.0296  0.6916  -1.1625
C  0.4610  -0.7697  -0.7933
C  -0.3813  -0.9467  0.4064
Cl  -2.0727  -1.7164  0.4672
C  -0.2142  0.1954  1.2142
H  -0.2750  2.1638  0.2446
H  0.6470  0.9471  -2.0199
H  -1.0273  0.6577  -1.6047
H  1.5108  -1.0153  -0.4367
H  0.3534  -1.5294  -1.4873
H  -0.0473  -1.9166  0.8145
H  0.3650  0.0444  1.9697
H  -1.1658  0.5511  1.7678

Its frontier orbital gap is 11.042 eV. The calculation puts the molar mass at 122.6 Da. As for the net charge: 0. Its HOMO energy is -10.10 eV. For the energy relative to the best compared isomer or geometry (same formula, charge and spin), the calculation gives 226.2 kJ/mol. For the LUMO energy, the calculation gives 0.9437 eV. Its structure (SMILES) is F[C@H]1CC[C@H](Cl)C1.

C5H8ClFS | ωB97M-V with the def2-TZVPD basis set

Element x y z (Å)
C  -1.4559  1.3236  -0.6247
C  -0.1978  0.6739  -0.1689
S  1.1831  1.1974  -1.0061
C  0.0515  0.3757  1.1955
C  -0.1495  -0.8706  0.3011
Cl  -1.5529  -1.8599  0.5775
C  1.1944  -1.6225  0.2871
F  1.5538  -1.8210  -1.0302
H  -1.2161  2.3926  -0.3827
H  -1.6677  1.4385  -1.8012
H  -2.2606  0.8718  -0.1675
H  0.8173  0.1985  -1.8976
H  -0.5797  0.6658  1.9851
H  1.0898  0.6956  1.5138
H  2.1033  -1.0745  0.4866
H  1.0872  -2.5849  0.7323

Its frontier orbital gap is 9.785 eV. The calculation puts the molar mass at 154.6 Da. As for the net charge: 0. Its HOMO energy is -9.03 eV. For the energy relative to the best compared isomer or geometry (same formula, charge and spin), the calculation gives 259.2 kJ/mol. For the LUMO energy, the calculation gives 0.7578 eV. Its structure (SMILES) is C[C@@]1(S)C[C@]1(Cl)CF.

C5H8ClN2OP | ωB97M-V with the def2-TZVPD basis set

Element x y z (Å)
C  -0.8507  -2.3068  -1.2911
C  -1.1830  -1.3358  -0.2142
C  0.4197  -2.3245  -1.5250
C  0.7162  1.3417  1.2535
C  0.9741  2.6047  0.3456
N  -0.0023  -0.4999  0.0067
N  -0.3388  0.5697  0.7130
O  -2.3226  -0.6434  -0.4352
P  1.4051  -1.1896  -0.5227
Cl  2.0800  3.8357  1.1365
H  -1.7138  -2.7723  -1.8924
H  -1.3633  -1.9459  0.6448
H  0.8977  -3.1432  -2.1739
H  0.3242  1.6094  2.2752
H  1.6652  0.7432  1.6973
H  0.0224  3.0986  0.2845
H  1.6164  2.2726  -0.4717
H  -2.3465  0.0857  0.1690

Its frontier orbital gap (spin up / spin down) is 7.372 / 7.322 eV. The calculation puts the molar mass at 178.6 Da. As for the net charge: 0. Its HOMO energy (spin up / spin down) is -8.12 / -7.72 eV. For the LUMO energy (spin up / spin down), the calculation gives -0.7457 / -0.4011 eV.

C5H8ClNO | ωB97M-V with the def2-TZVPD basis set

Element x y z (Å)
N  0.8391  -1.8261  0.8895
C  0.3280  -1.6689  -0.4419
C  -0.1155  -0.1951  -0.8138
O  1.0170  0.6121  -0.4600
C  0.5416  1.7882  0.0967
C  -0.8858  1.5726  0.4841
C  -1.2318  0.4185  -0.0612
Cl  -2.7469  -0.3814  -0.0374
H  1.2415  -0.9056  1.1575
H  0.0375  -1.8353  1.5067
H  1.1772  -1.9352  -1.0968
H  -0.4542  -2.4035  -0.6261
H  -0.1814  -0.1490  -1.8974
H  0.5798  2.5875  -0.6473
H  1.2979  2.0346  0.8879
H  -1.4438  2.2867  1.0596

Its frontier orbital gap is 10.074 eV. The calculation puts the molar mass at 133.6 Da. As for the net charge: 0. Its HOMO energy is -9.20 eV. For the energy relative to the best compared isomer or geometry (same formula, charge and spin), the calculation gives 166.5 kJ/mol. For the LUMO energy, the calculation gives 0.8705 eV. Its structure (SMILES) is NC[C@@H]1OCC=C1Cl.

C5H8ClNS | ωB97M-V with the def2-TZVPD basis set

Element x y z (Å)
C  2.7722  1.6351  1.7076
N  1.9763  1.1940  0.8354
S  0.9510  -0.0043  1.2498
C  0.0553  -0.3711  -0.2420
C  -0.9705  -1.5034  -0.1267
C  -1.8397  -0.7833  -1.1135
Cl  -1.5258  -1.3798  -2.7161
C  -1.1029  0.5208  -0.7554
H  3.5089  2.4164  1.3676
H  2.8004  1.2817  2.7261
H  0.7707  -0.5505  -1.0706
H  -1.3395  -1.5208  0.9181
H  -0.6257  -2.4878  -0.4034
H  -2.9441  -0.7460  -0.9014
H  -1.6556  1.0350  0.0738
H  -0.8310  1.2639  -1.5492

Its frontier orbital gap is 9.486 eV. The calculation puts the molar mass at 149.6 Da. As for the net charge: 0. Its HOMO energy is -8.57 eV. For the energy relative to the best compared isomer or geometry (same formula, charge and spin), the calculation gives 134.3 kJ/mol. For the LUMO energy, the calculation gives 0.9133 eV. Its structure (SMILES) is C=NS[C@H]1C[C@H](Cl)C1.

C5H8ClO3PS | ωB97M-V with the def2-TZVPD basis set

Element x y z (Å)
C  -0.3076  2.2901  -0.5610
C  -0.2381  1.2351  0.2212
C  0.7401  2.9662  -1.3525
C  -3.0825  -1.9318  1.8602
C  -1.9422  0.4186  1.0192
O  -2.9332  0.1091  -1.7103
O  -3.7107  2.0474  -0.2629
O  -4.4737  -0.3510  0.2315
P  -3.4127  0.5598  -0.3485
S  -1.4701  -1.1889  1.5079
Cl  1.2256  0.4766  0.5823
H  -1.1919  2.9167  -0.4807
H  0.2490  3.3055  -2.3067
H  1.5372  2.2611  -1.4881
H  1.0845  3.8561  -0.9901
H  -3.5651  -1.1852  2.6735
H  -2.8920  -2.8520  2.2958
H  -3.7656  -1.6528  1.0478
H  -1.9786  1.0330  1.8518

Its frontier orbital gap is 5.100 eV. The calculation puts the molar mass at 214.6 Da. As for the net charge: -2. Its HOMO energy is 0.20 eV. For the energy relative to the best compared isomer or geometry (same formula, charge and spin), the calculation gives 170.6 kJ/mol. For the LUMO energy, the calculation gives 5.3015 eV.

C5H8CsNaO3 | ωB97M-V with the def2-TZVPD basis set

Element x y z (Å)
C  -0.8828  -0.7626  -3.0856
C  -1.7523  -1.5357  -3.5937
H  -1.0347  0.9929  -1.9684
H  0.1423  -0.4795  -3.3157
H  -2.6451  -2.0974  -3.3267
Cs  0.4153  -4.1680  -1.4021
O  0.0543  0.9554  0.8969
Na  -0.6169  3.3993  0.5583
O  -0.9230  1.5435  -0.9294
C  -0.6905  0.5660  -0.1076
O  -0.6712  -0.6080  -0.5336
C  0.8386  -0.0117  1.6504
C  1.3871  0.7271  2.8410
H  0.1948  -0.8541  1.9359
H  1.6204  -0.4049  0.9872
H  0.5753  1.1979  3.4110
H  1.9300  0.0062  3.4642
H  2.0583  1.5335  2.5178

Its frontier orbital gap is 9.902 eV. The calculation puts the molar mass at 272.0 Da. As for the net charge: +2. Its HOMO energy is -16.43 eV. For the LUMO energy, the calculation gives -6.5297 eV.